No. 1
Molecular formula: C21H13F4NO2S
Method: DFT, the ωB97M-V functional and the def2-TZVPD basis

Last column: natural (NBO) charge in e.
Element x y z (Å)
C 2.59083 1.77612 -1.07607  -0.41
N 2.37804 3.11241 -0.51984  -0.42
C 1.12236 3.62478 -0.21094  0.09
C -0.09311 3.06994 -0.48161  -0.39
C -1.35102 3.65718 -0.07431  -0.06
C -1.46986 4.41086 1.10379  -0.16
C -2.66290 5.00107 1.44552  -0.22
C -3.76059 4.87222 0.61500  -0.23
C -3.66825 4.13679 -0.55286  -0.21
C -2.48574 3.51762 -0.88557  -0.20
S 1.33093 5.19988 0.53189  0.36
C 3.05259 5.25922 0.14683  -0.23
C 3.94851 6.30639 0.25579  -0.20
C 5.26524 6.09812 -0.10148  -0.23
C 5.68938 4.85788 -0.56052  -0.20
C 4.79683 3.81766 -0.69744  -0.27
C 3.46393 4.01504 -0.34476  0.23
H 1.65565 1.22746 -1.15130  0.22
H 3.03277 1.84942 -2.06701  0.20
H 3.26777 1.20923 -0.44089  0.21
H -0.13220 2.22871 -1.15197  0.21
H -0.62375 4.49181 1.76513  0.21
H -2.74489 5.55626 2.36771  0.21
H -4.69201 5.34310 0.88256  0.21
H -4.52261 4.05374 -1.20518  0.21
H -2.40446 2.95998 -1.80261  0.20
H 3.60359 7.27141 0.58478  0.22
H 5.96687 6.91185 -0.04793  0.22
H 6.72291 4.70956 -0.83245  0.22
H 5.10011 2.87174 -1.11152  0.22
O 0.00292 -3.03644 3.30320  -0.43
C 0.00357 -1.82716 3.31079  0.39
C -1.24363 -1.07724 3.32215  0.27
F -2.40613 -1.74378 3.32575  -0.27
C -1.24256 0.26787 3.33102  0.34
F -2.40413 0.93596 3.35168  -0.27
C 0.00590 1.01688 3.32794  0.37
O 0.00535 2.22591 3.33758  -0.43
C 1.25334 0.26630 3.31873  0.29
F 2.41681 0.93154 3.33024  -0.27
C 1.25205 -1.07888 3.30966  0.28
F 2.41339 -1.74767 3.30216  -0.27

Calculated total energy   -49275.7386 eV
LUMO energy   -2.437 eV
Net charge   0
SMILES   CN1/C(=C/c2ccccc2)Sc2ccccc21.O=C1C(F)=C(F)C(=O)C(F)=C1F

No. 2
Molecular formula: C5H5N
Method: DFT, the ωB97M-V functional and the def2-TZVPD basis

Last column: natural (NBO) charge in e.
Element x y z (Å)
C -1.70592 -0.40878 1.17125  -0.52
C -1.76534 0.52732 0.26149  -0.06
C -0.41119 -0.91881 1.39666  0.36
C 0.77665 0.53024 0.23746  0.31
C 1.30429 0.15180 -1.16041  -0.72
N 0.67363 -0.40395 1.14343  -0.49
H -2.49777 -0.86822 1.70846  0.24
H -0.70911 1.00399 -0.03334  0.15
H 2.31763 0.80619 -1.43904  0.26
H 0.56959 0.44651 -1.91709  0.25
H 1.44756 -0.86629 -1.36887  0.22

Calculated total energy   -6747.3803 eV
LUMO energy (alpha / beta)   -1.429 / -0.859 eV
Energy above the lowest of the compared OMol25 structures with the same formula, charge and spin   822.8 kJ/mol
Net charge   0

No. 3
Molecular formula: C7H7NO2S
Method: DFT, the ωB97M-V functional and the def2-TZVPD basis

Last column: natural (NBO) charge in e.
Element x y z (Å)
C 3.46934 0.43018 0.26468  -0.49
C 0.57950 -3.31540 -0.58582  -0.18
C 2.18554 0.48072 0.03620  0.13
C 0.40651 -2.20640 -0.11201  -0.03
C 0.92511 0.20890 -0.18023  -0.33
C 0.14490 -0.88163 0.47196  0.01
C -2.63967 2.40375 -0.41560  -0.05
N -1.88865 1.47980 -0.79222  -0.62
O -3.58470 0.04983 0.66345  -0.93
O -1.16815 -0.43790 0.77271  -0.72
S -2.41633 -0.11260 -0.15311  1.63
H 3.83255 -0.35285 -0.34248  0.24
H 0.87429 -4.24871 -0.79073  0.22
H 0.43624 0.80488 -0.95399  0.26
H 0.52857 -0.90584 1.45373  0.24
H -3.35397 2.21520 0.36543  0.19
H 3.96908 0.97893 1.02688  0.23
H -2.30016 3.40913 -0.72886  0.19

Calculated total energy   -23786.2172 eV
LUMO energy   0.741 eV
Energy above the lowest of the compared OMol25 structures with the same formula, charge and spin   479.3 kJ/mol
Net charge   0

No. 4
Molecular formula: C5H8O2
Method: DFT, the ωB97M-V functional and the def2-TZVPD basis

Last column: natural (NBO) charge in e.
Element x y z (Å)
O 0.12138 1.47971 1.11767  -0.68
C 0.23740 0.19061 0.72379  0.29
C -1.62786 0.07013 -0.50400  -0.59
C -0.83551 -0.05552 -1.62771  0.24
O 0.21244 0.65484 -1.82864  -0.65
C 0.66996 -0.76063 1.62147  -0.37
C 1.24874 -0.11506 -0.24600  -0.20
H 0.12543 2.00313 0.29763  0.50
H -2.39835 -0.67347 -0.32043  0.21
H -1.81110 1.03664 -0.05202  0.22
H -0.97049 -0.95642 -2.25234  0.13
H 0.64698 -1.80832 1.35383  0.22
H 0.91286 -0.48920 2.64553  0.22
H 2.12145 0.53122 -0.26812  0.23
H 1.34666 -1.10766 -0.66066  0.23

Calculated total energy   -9404.8762 eV
LUMO energy   0.503 eV
Energy above the lowest of the compared OMol25 structures with the same formula, charge and spin   478.2 kJ/mol
Net charge   0